Entry 1:
DFT (the ωB97M-V functional and the def2-TZVPD basis) results for a molecular structure, C17H33AlCl12NO3 in a non-equilibrium geometry.

Element x y z (Å)
C  3.395  0.259  0.624
C  3.033  -0.746  -0.486
C  1.816  -0.345  -1.314
O  0.856  -1.146  -1.477
O  1.842  0.905  -1.834
C  0.504  1.502  -1.900
C  0.552  3.024  -2.102
Al  0.085  4.142  -0.461
C  1.495  3.785  0.986
C  0.957  3.330  2.341
N  0.118  2.128  2.215
C  -1.825  3.866  0.163
C  -2.386  2.440  -0.057
C  -3.938  2.421  -0.130
C  -4.561  1.236  0.656
C  -4.357  -0.048  -0.141
O  -5.004  -1.207  0.363
C  -6.393  -1.054  0.524
H  3.053  1.260  0.366
H  2.976  -0.038  1.585
H  4.480  0.309  0.741
H  3.875  -0.878  -1.170
H  2.781  -1.704  -0.029
H  0.022  1.272  -0.945
H  -0.081  1.040  -2.698
H  -0.206  3.253  -2.863
H  1.511  3.353  -2.517
H  0.254  5.716  -0.899
H  2.232  3.072  0.598
H  2.014  4.735  1.151
H  1.800  3.109  3.025
H  0.389  4.130  2.826
H  0.677  1.336  1.928
H  -0.351  1.904  3.081
H  -2.478  4.550  -0.401
H  -1.961  4.119  1.224
H  -2.029  2.068  -1.021
H  -2.099  1.784  0.766
H  -4.378  3.347  0.251
H  -4.256  2.332  -1.176
H  -4.039  1.190  1.617
H  -5.615  1.485  0.810
H  -4.593  0.128  -1.200
H  -3.286  -0.276  -0.114
H  -6.821  -0.340  -0.189
H  -6.898  -2.015  0.418
H  -6.613  -0.666  1.528
C  -2.253  -4.019  0.061
Cl  -3.636  -4.050  -1.036
Cl  -1.483  -5.615  0.130
Cl  -1.084  -2.797  -0.420
H  -2.615  -3.780  1.052
C  2.015  -6.888  1.189
Cl  3.410  -7.742  1.858
Cl  0.809  -8.045  0.609
Cl  1.329  -5.795  2.385
H  2.351  -6.301  0.345
C  5.121  5.742  -0.307
Cl  5.992  7.289  -0.252
Cl  5.004  5.049  1.310
Cl  3.541  5.938  -1.051
H  5.700  5.063  -0.917
C  3.781  -9.670  -1.849
Cl  3.226  -10.129  -3.459
Cl  5.413  -10.273  -1.552
Cl  3.712  -7.923  -1.635
H  3.118  -10.121  -1.122

## Properties
- LUMO energy: 0.061 hartree
- Net charge: -1
- Spin multiplicity: 1
- HOMO level: -4.7 eV
- Frontier orbital gap: 0.2347 Eh
- F_max: 3.64 eV/A

natural (NBO) population analysis, charges in e, atoms 1 to 5: -0.61 -0.50 0.82 -0.64 -0.52

---

Entry 2:
DFT (the ωB97M-V functional and the def2-TZVPD basis) results for 2 unconnected molecules or ions with the total composition C4H15N4 in a non-equilibrium geometry.

Element x y z (Å)
C  2.190  -0.291  -0.151
C  1.439  -1.411  0.513
N  0.031  -1.467  0.083
C  -0.717  -2.467  0.840
H  3.233  -0.280  0.154
H  1.736  0.670  0.069
H  2.164  -0.422  -1.235
H  1.419  -1.250  1.593
H  1.934  -2.367  0.334
H  -0.015  -1.695  -0.894
H  -1.714  -2.532  0.416
H  -0.259  -3.453  0.749
H  -0.796  -2.189  1.887
N  -1.234  0.805  0.417
C  -1.146  1.870  -0.458
N  -0.369  1.837  -1.610
N  -1.788  3.070  -0.180
H  -2.096  0.812  0.928
H  -0.697  -0.142  0.264
H  -0.156  2.697  -2.085
H  0.259  1.069  -1.792
H  -2.024  3.227  0.795
H  -1.395  3.910  -0.639

## Properties
- LUMO energy (alpha / beta): 0.032 / 0.029 hartree
- Spin multiplicity: 2
- HOMO level (alpha / beta): -2.9 / -8.8 eV
- <S²>: 0.755
- Frontier orbital gap (alpha / beta): 0.1384 / 0.3538 Eh
- F_max: 1.81 eV/A

natural (NBO) population analysis, charges in e, atoms 1 to 5: -0.64 -0.22 -0.61 -0.41 0.22